1.
A molecular structure, C31H29N3O4PS3SbTeW, computed with ωB97M-V with the def2-TZVPD basis set.

Geometry as XYZ:
```
74
Properties=species:S:1:pos:R:3:forces:R:3:lowdin_spin:R:1
W 0.0225 -0.2526 1.4465 0.4 -0.4 -0.1 0.000
O 1.4439 0.6523 1.6567 0.0 0.2 0.0 0.007
N 2.7408 0.0969 -0.7062 -0.2 -0.3 0.0 0.000
C 4.0284 0.2872 -0.9859 -0.1 0.0 0.0 0.000
C 4.4873 1.2452 -1.8633 0.0 0.0 -0.1 0.000
C 3.5387 2.0413 -2.4977 0.1 0.0 0.0 0.000
C 2.2065 1.8619 -2.2066 -0.2 0.0 0.0 0.000
C 1.8288 0.8760 -1.2843 -0.1 -0.1 0.0 0.002
S 0.0976 0.6890 -0.9298 0.4 0.0 -0.2 0.010
H 4.7217 -0.3769 -0.4813 0.0 0.0 0.0 0.000
H 5.5448 1.3588 -2.0507 0.0 0.0 0.0 0.000
H 3.8421 2.8009 -3.2068 0.0 0.0 0.0 0.000
H 1.4414 2.4726 -2.6644 0.0 0.0 0.0 0.000
S 1.4002 -1.7940 2.8204 -0.5 -0.5 0.0 0.001
C 0.1484 -3.0065 2.8949 0.1 -0.6 0.3 0.000
S -1.2432 -2.5458 1.9801 0.5 -0.2 0.6 0.001
C 0.2793 -4.2092 3.6022 0.0 0.4 -0.2 0.000
C -0.7679 -5.1965 3.6069 0.4 0.4 0.0 0.000
N -1.5981 -5.9982 3.6104 0.1 0.1 0.0 0.000
C 1.4925 -4.5120 4.3187 -0.5 0.1 -0.3 0.000
N 2.4654 -4.7527 4.8907 -0.1 0.0 -0.1 0.000
C -1.6708 3.7448 3.3533 0.0 0.1 -0.2 0.006
C -0.6494 3.3101 2.3203 0.0 -0.1 0.1 0.002
O -1.1249 2.3412 1.3784 -0.3 -0.2 0.0 0.060
P -2.4967 1.4297 1.4607 0.1 0.3 -0.3 0.284
O -1.9421 0.1218 0.7768 0.1 0.3 0.3 0.067
Te -4.2396 2.5100 0.2129 0.1 -0.1 0.1 0.525
O -0.7317 0.3264 3.1119 -0.2 0.0 0.0 0.020
C -1.1769 -0.1875 4.3511 0.0 -0.2 0.0 0.004
C -0.2905 0.3289 5.4679 0.0 0.0 -0.1 0.000
H -1.2277 4.5098 3.9935 0.0 0.0 0.0 0.000
H -1.9670 2.9071 3.9773 -0.1 -0.1 0.1 0.004
H -2.5624 4.1577 2.8789 0.0 0.0 0.0 -0.001
H 0.2253 2.8618 2.8107 -0.1 0.1 -0.1 0.000
H -0.3151 4.1661 1.7276 0.0 -0.1 0.0 0.001
H -1.1663 -1.2849 4.3297 0.0 0.2 0.0 0.000
H -2.2194 0.1276 4.4923 0.1 0.0 0.0 0.003
H 0.7279 -0.0353 5.3296 0.0 0.0 0.0 0.000
H -0.6585 -0.0152 6.4355 0.0 0.0 0.0 0.000
H -0.2739 1.4195 5.4686 0.0 0.0 0.0 0.000
C -3.0546 -4.8516 -2.2539 0.0 0.0 0.0 0.000
C -1.7584 -5.2359 -2.5628 0.0 0.0 0.0 0.000
C -0.6850 -4.5273 -2.0419 -0.1 0.1 0.1 0.000
C -0.9022 -3.4487 -1.1854 0.0 0.0 -0.1 0.000
C -2.2042 -3.0642 -0.8879 -0.1 0.1 -0.1 0.000
C -3.2770 -3.7614 -1.4272 0.0 0.0 0.0 0.000
Sb 0.7689 -2.3196 -0.4983 -0.2 0.3 0.2 0.001
C 2.0770 -3.8034 0.2523 0.0 0.0 -0.1 0.000
C 3.4030 -3.4583 0.5056 -0.1 -0.1 0.1 0.000
C 4.2777 -4.3962 1.0292 0.0 0.0 0.0 0.000
C 3.8278 -5.6780 1.3185 0.0 0.0 0.0 0.000
C 2.5070 -6.0192 1.0824 0.0 0.0 0.0 0.000
C 1.6295 -5.0838 0.5450 0.0 -0.1 0.0 0.000
C 1.5102 -2.1798 -2.5036 0.2 0.1 0.1 0.000
C 0.6524 -1.7295 -3.5027 0.0 0.1 0.1 0.000
C 1.0768 -1.6898 -4.8228 -0.1 0.0 0.0 0.000
C 2.3510 -2.1155 -5.1599 0.1 0.0 -0.1 0.000
C 3.2029 -2.5839 -4.1734 0.1 0.0 0.0 0.000
C 2.7869 -2.6154 -2.8486 -0.2 0.1 0.0 0.000
H -3.8939 -5.4006 -2.6611 0.0 0.0 0.0 0.000
H -1.5814 -6.0811 -3.2156 0.0 0.0 0.0 0.000
H 0.3228 -4.8125 -2.3097 0.1 0.0 0.0 0.000
H -2.3929 -2.2078 -0.2446 0.0 -0.1 -0.2 0.000
H -4.2873 -3.4521 -1.1946 0.0 0.0 0.0 0.000
H 3.7356 -2.4428 0.3455 0.1 0.1 -0.1 0.000
H 5.3013 -4.1191 1.2460 0.0 0.0 0.0 0.000
H 4.5033 -6.4020 1.7546 0.0 0.0 0.0 0.000
H 2.1475 -7.0072 1.3352 0.0 0.0 0.0 0.000
H 0.5915 -5.3506 0.3850 0.0 0.0 0.0 0.000
H -0.3526 -1.4071 -3.2499 0.1 0.0 0.0 0.000
H 0.4042 -1.3306 -5.5904 0.0 0.0 0.0 0.000
H 2.6779 -2.0882 -6.1918 0.0 0.0 0.0 0.000
H 4.1966 -2.9264 -4.4333 0.0 0.0 0.0 0.000
H 3.4584 -2.9824 -2.0881 0.1 -0.1 0.1 0.000
```
Positions in Å, forces in eV/Å.

Computed properties:
Highest occupied orbital energy (spin up / spin down) (eV): -5.199 / -5.195
Electronic energy (a.u.): -3775.36225
Kohn-Sham gap (spin up / spin down) (eV): 7.054 / 6.067
Net charge: -1
Max |F| (eV/A): 0.800
Multiplicity: 2

2.
A molecular structure, C31H29N6O5Ti in a non-equilibrium geometry, computed with ωB97M-V with the def2-TZVPD basis set.

Geometry as XYZ:
```
72
Properties=species:S:1:pos:R:3:forces:R:3:lowdin_spin:R:1
Ti -0.0176 0.8849 -0.8684 0.0 -3.1 -1.6 0.860
O 3.3313 -0.8590 -1.7415 -0.6 -0.1 0.8 -0.001
C 2.5576 -0.7419 -0.8001 0.8 0.2 -0.7 0.003
N 1.8245 0.4024 -0.5324 1.2 -0.4 -0.2 0.011
C 2.5862 1.5053 -0.1455 0.6 0.9 0.4 0.007
C 3.9037 1.4423 0.2994 -0.3 0.0 0.0 0.000
C 4.5554 2.6083 0.6711 0.1 0.1 0.0 -0.001
C 3.9059 3.8321 0.6243 0.2 0.0 0.1 0.000
C 2.5789 3.9158 0.2309 -0.2 -0.1 -0.1 0.000
C 1.9204 2.7571 -0.1604 1.0 0.0 0.4 0.008
N 0.6492 2.6282 -0.6665 0.3 2.1 -0.3 0.007
C -0.2719 3.5729 -0.9711 1.3 0.5 1.0 0.008
O -0.3305 4.7374 -0.5920 -0.3 -0.5 -0.4 0.013
C -1.2125 2.9794 -1.9664 -0.4 -0.7 -1.4 0.012
C -2.2600 3.7141 -2.5129 0.1 0.0 0.4 0.005
C -2.9279 3.2388 -3.6236 0.6 -0.8 -0.1 0.007
C -2.4616 2.0499 -4.2111 -0.5 0.7 0.1 0.005
C -1.4375 1.3558 -3.6114 0.4 -0.3 0.4 0.009
N -0.8425 1.7474 -2.4695 -1.6 2.3 -1.9 0.014
C 2.3951 -1.8408 0.1990 0.2 -0.6 0.7 0.000
C 3.1207 -3.0264 0.0786 -0.1 0.4 -0.1 0.000
C 3.0794 -3.9366 1.1177 -0.2 0.0 0.2 0.000
C 2.2872 -3.6519 2.2237 0.2 0.0 -0.2 0.000
C 1.5711 -2.4636 2.2364 -0.1 -0.2 0.2 0.000
N 1.6313 -1.5732 1.2640 0.5 0.1 -0.2 0.000
H 4.4149 0.4899 0.3460 0.1 0.0 0.0 0.000
H 5.5861 2.5594 0.9929 0.1 0.0 0.0 0.000
H 4.4402 4.7312 0.8917 0.0 0.1 0.1 0.000
H 2.0574 4.8614 0.2029 0.0 0.0 0.0 0.000
H -2.4988 4.6618 -2.0495 0.0 0.0 0.0 0.000
H -3.7506 3.7876 -4.0548 -0.1 0.0 -0.1 0.000
H -2.9045 1.6775 -5.1226 0.0 0.0 0.0 0.000
H -1.0398 0.4520 -4.0695 -0.2 0.1 0.2 0.000
H 3.7156 -3.1827 -0.8071 0.1 0.0 -0.1 0.000
H 3.6514 -4.8520 1.0746 0.0 -0.1 0.0 0.000
H 2.2321 -4.3289 3.0600 0.0 -0.1 0.1 0.000
H 0.9108 -2.2074 3.0570 0.0 0.0 0.1 0.000
O -3.8043 0.8861 3.5921 -0.3 0.0 0.0 0.000
C -2.4788 0.9611 3.7448 0.4 0.0 -0.1 0.000
C -1.9547 0.9810 5.0394 -0.2 0.0 -0.1 0.000
C -0.5929 1.0465 5.2384 -0.1 0.0 -0.1 0.000
C 0.2842 1.0987 4.1563 0.2 0.0 0.0 0.000
C -0.2127 1.0917 2.8706 0.0 0.0 -0.1 0.001
C -1.5933 1.0179 2.6519 -0.1 0.0 -0.2 0.000
C -2.1320 0.9681 1.2757 -0.9 -0.2 0.5 0.000
O -3.3228 0.7420 1.0363 0.2 0.2 0.2 0.000
O -1.2873 1.1239 0.3126 -2.2 0.2 2.1 -0.003
H -3.9963 0.8475 2.6248 0.2 -0.1 0.1 0.000
H -2.6522 0.9415 5.8614 0.0 0.0 0.1 0.000
H -0.2021 1.0632 6.2459 0.0 0.0 0.1 0.000
H 1.3493 1.1477 4.3257 0.1 0.0 0.0 0.000
H 0.4566 1.1378 2.0078 -0.1 0.0 0.4 0.000
C -1.0210 -1.6994 -0.0546 0.0 -0.2 0.4 0.008
C -1.0558 -3.2407 -0.0754 0.0 0.1 0.1 0.002
N -1.4184 -3.6909 -1.4084 0.0 -0.4 -0.1 0.000
C -2.6226 -2.9986 -1.8438 0.0 -0.1 0.0 0.000
C -2.3588 -1.4757 -1.9837 -0.3 0.2 -0.1 0.000
N -1.0220 -1.1645 -1.4373 0.0 -0.3 -0.2 0.012
C -0.0379 -1.8617 -2.2932 0.3 -0.3 -0.1 0.003
C -0.3235 -3.3864 -2.3104 0.1 -0.1 -0.1 0.001
H -0.1445 -1.3146 0.4855 -0.5 -0.2 -0.1 0.003
H -1.9251 -1.3217 0.4324 0.2 0.0 -0.1 0.000
H -1.7886 -3.6288 0.6336 0.0 0.1 0.1 0.000
H -0.0840 -3.6713 0.1762 0.0 0.0 0.0 0.000
H -3.4008 -3.2030 -1.1071 -0.1 0.1 0.0 0.000
H -2.9346 -3.4399 -2.7938 -0.1 0.1 0.0 0.000
H -3.1021 -0.8915 -1.4350 0.1 0.0 -0.1 0.000
H -2.3933 -1.1821 -3.0341 0.0 0.1 0.0 0.000
H 0.9730 -1.6702 -1.9257 -0.3 0.0 -0.2 0.001
H -0.1130 -1.4509 -3.3083 0.1 0.1 0.2 0.000
H 0.5530 -3.9550 -1.9840 0.0 0.1 -0.1 0.000
H -0.5916 -3.7365 -3.3106 0.0 0.1 0.0 0.000
```
Positions in Å, forces in eV/Å.

Computed properties:
Highest occupied orbital energy (spin up / spin down) (eV): -7.183 / -7.170
Electronic energy (a.u.): -2753.03169
Kohn-Sham gap (spin up / spin down) (eV): 6.531 / 6.438
Max |F| (eV/A): 3.454
Multiplicity: 2

3.
A molecular structure, C31H30Br2CrN4S4Si in a non-equilibrium geometry, computed with ωB97M-V with the def2-TZVPD basis set.

Geometry as XYZ:
```
73
Properties=species:S:1:pos:R:3:forces:R:3:lowdin_spin:R:1
Cr 1.0944 0.5385 -0.7601 -2.0 -0.1 1.2 3.040
C 1.0258 0.4162 1.3641 -0.3 -0.3 0.1 -0.065
Si -0.6602 -0.1646 1.9335 0.2 0.5 -0.4 -0.006
C -1.7830 0.7253 0.6535 0.2 -0.3 0.7 0.001
N -1.2962 0.5572 -0.7301 0.3 0.0 -0.2 -0.010
C -1.7066 -0.7515 -1.2855 0.0 -0.5 -0.5 0.005
C -2.9362 -0.7259 -2.2041 -0.1 0.0 0.3 0.000
C -3.9977 0.2380 -1.6988 0.0 0.0 -0.2 0.000
C -3.4018 1.6515 -1.6206 0.1 -0.2 0.1 -0.001
C -1.8652 1.6256 -1.5632 -0.2 0.7 -0.1 0.002
C -0.8895 -2.0521 1.9175 0.1 0.6 0.1 0.001
C 0.2118 -2.8970 1.9792 0.1 0.1 0.1 0.000
C 0.0701 -4.2698 1.9046 0.1 -0.1 0.1 0.000
C -1.1885 -4.8312 1.7924 0.0 -0.1 0.0 0.000
C -2.3012 -4.0089 1.7682 -0.2 -0.1 0.0 0.000
C -2.1498 -2.6356 1.8327 -0.1 0.1 0.0 0.000
C -1.1917 0.4545 3.6539 0.2 -0.3 -0.4 -0.002
C -1.1860 1.8162 3.9458 0.0 0.1 -0.1 -0.001
C -1.5204 2.2770 5.2067 0.0 0.1 0.1 0.000
C -1.8574 1.3785 6.2065 0.0 0.0 0.1 0.000
C -1.8517 0.0200 5.9392 -0.1 0.0 0.2 0.000
C -1.5205 -0.4327 4.6750 0.0 -0.1 -0.1 -0.001
H 1.7770 -0.2673 1.7755 0.1 -0.1 -0.1 -0.001
H 1.2157 1.3913 1.8280 -0.1 0.1 -0.1 0.002
H -1.6999 1.7858 0.9003 0.1 0.1 0.1 0.000
H -2.8410 0.4636 0.7401 -0.1 0.0 0.0 0.000
H -1.8887 -1.4372 -0.4563 0.1 0.0 -0.1 0.000
H -0.8790 -1.1722 -1.8620 -0.2 0.1 0.2 0.002
H -3.3238 -1.7415 -2.2624 0.0 -0.1 -0.1 0.000
H -2.6585 -0.4294 -3.2185 0.1 0.0 -0.1 0.000
H -4.3458 -0.0890 -0.7166 0.0 0.0 0.0 0.000
H -4.8603 0.2206 -2.3697 0.0 0.0 0.1 0.000
H -3.7956 2.1752 -0.7483 0.0 0.1 -0.1 0.000
H -3.6815 2.2325 -2.5036 0.0 0.0 0.1 0.000
H -1.5140 2.5842 -1.1755 0.1 -0.2 -0.1 0.001
H -1.4677 1.5263 -2.5746 0.1 0.0 0.0 0.000
H 1.2008 -2.4724 2.0578 0.1 0.0 0.0 0.000
H 0.9467 -4.9000 1.9289 0.1 -0.1 0.0 0.000
H -1.3000 -5.9044 1.7203 0.0 -0.1 0.0 0.000
H -3.2886 -4.4434 1.6902 -0.1 0.0 0.0 0.000
H -3.0293 -2.0026 1.8151 -0.1 0.0 0.0 0.000
H -0.9080 2.5269 3.1805 0.1 0.2 -0.1 0.000
H -1.5123 3.3384 5.4101 0.0 0.1 0.0 0.000
H -2.1248 1.7381 7.1909 0.0 0.0 0.1 0.000
H -2.1025 -0.6864 6.7205 0.0 0.0 0.0 0.000
H -1.5170 -1.4949 4.4694 0.0 -0.1 0.0 0.000
Br 7.6891 0.7111 -1.4268 -0.2 0.0 0.0 0.001
C 5.8079 0.7457 -1.2113 0.0 -0.1 1.1 0.003
C 5.2469 0.7309 0.0591 0.7 -0.1 -1.0 0.001
C 3.8715 0.7408 0.1531 -0.6 0.1 0.3 0.008
N 3.0402 0.6636 -0.8958 2.1 -0.2 -0.8 -0.020
C 3.6045 0.7086 -2.1371 1.0 0.1 1.5 0.006
C 4.9903 0.7579 -2.3163 -0.9 0.1 -0.3 0.000
C 2.6839 0.6434 -3.2396 -1.5 -0.2 -1.0 0.003
C 3.0785 0.7577 -4.5815 0.1 0.0 0.6 0.001
C 2.1378 0.6149 -5.5712 -0.6 -0.1 -0.1 0.003
Br 2.6288 0.8102 -7.3988 -0.1 -0.1 0.4 0.001
C 0.8150 0.3302 -5.2266 0.7 0.1 -0.3 0.000
C 0.5124 0.2509 -3.8858 -0.3 -0.1 0.2 0.004
N 1.3828 0.4335 -2.8934 1.0 0.2 -0.9 0.008
H 5.8510 0.7314 0.9515 0.0 0.0 0.0 0.000
H 3.4188 0.7424 1.1301 -0.1 0.0 -0.1 0.000
H 5.4161 0.7859 -3.3050 0.0 0.0 0.0 0.000
H 4.1044 0.9651 -4.8360 0.0 0.0 0.0 0.000
H 0.0543 0.1758 -5.9747 0.0 0.0 0.0 0.000
H -0.5018 0.0133 -3.6010 0.0 0.0 0.1 0.000
S 0.7751 4.3961 1.5817 -0.3 0.2 0.4 0.000
C 1.7803 3.6027 0.5279 -0.2 0.1 0.1 0.007
S 0.9713 2.8732 -0.8656 -0.1 -0.4 -0.7 0.002
S 3.4395 3.5052 0.6283 0.8 0.1 0.2 0.015
S 1.5876 -1.9792 -0.7589 0.9 0.8 0.3 -0.006
C 0.4436 -2.9386 -1.4362 -0.3 -0.5 -0.4 0.000
N -0.3325 -3.6470 -1.9218 -0.3 -0.2 -0.2 -0.005
```
Positions in Å, forces in eV/Å.

Computed properties:
Highest occupied orbital energy (spin up / spin down) (eV): -3.707 / -3.753
Electronic energy (a.u.): -9493.21614
Kohn-Sham gap (spin up / spin down) (eV): 4.754 / 4.673
Net charge: -1
Max |F| (eV/A): 2.341
Multiplicity: 4

Relative energy (zero: lowest compared OMol25 entry of this formula, charge and spin) values (in kJ/mol) by entry order: 81.9, 277.8, 30.3.